This record from the OMol25 dataset describes 2 unconnected molecules or ions with the total composition C4H8N2OS. The level of theory is ωB97M-V/def2-TZVPD.

DFT total energy ... -20137.25108 eV
Largest force on an atom ... 0.744 eV/A
SMILES ... CCCS(#N)=O.C#N

Each line ends with the natural charge from an NBO analysis.
CARTESIAN COORDINATES (ANGSTROEM)
C (-0.80, -0.46, 1.10)  -0.613
C (-0.74, 0.69, 0.09)  -0.422
C (-0.37, 0.21, -1.29)  -0.569
S (1.36, -0.49, -1.26)  1.773
N (1.69, -1.81, -0.79)  -0.868
O (2.26, 0.51, -1.80)  -0.899
H (0.17, -0.95, 1.17)  0.224
H (-1.07, -0.08, 2.08)  0.221
H (-1.54, -1.20, 0.80)  0.204
H (-0.02, 1.43, 0.43)  0.237
H (-1.73, 1.17, 0.04)  0.220
H (-1.02, -0.59, -1.64)  0.242
H (-0.31, 1.02, -2.02)  0.252
C (3.24, 0.55, 1.05)  0.103
N (2.40, 1.22, 1.44)  -0.348
H (4.02, -0.06, 0.68)  0.243



This record from the OMol25 dataset describes a single C4H8N2OS molecule. The level of theory is ωB97M-V/def2-TZVPD.

DFT total energy ... -20136.64629 eV
Largest force on an atom ... 5.685 eV/A
SMILES ... N/N=C\[C@@H]1OCCS1

Each line ends with the natural charge from an NBO analysis.
CARTESIAN COORDINATES (ANGSTROEM)
N (3.15, 0.58, 0.28)  -0.643
N (2.63, -0.42, -0.48)  -0.194
C (1.45, -0.74, -0.41)  -0.006
C (0.23, -0.27, 0.17)  -0.141
O (-0.77, -1.11, -0.11)  -0.494
C (-2.01, -0.58, 0.21)  -0.075
C (-2.04, 0.79, -0.43)  -0.543
S (-0.25, 1.33, -0.18)  0.191
H (3.87, 1.22, -0.12)  0.395
H (2.18, 1.08, 0.81)  0.309
H (1.25, -1.61, -0.99)  0.198
H (0.37, -0.32, 1.32)  0.168
H (-2.27, -0.51, 1.37)  0.154
H (-2.78, -1.23, -0.08)  0.207
H (-2.08, 0.54, -1.50)  0.227
H (-2.95, 1.25, 0.11)  0.248